No. 1
Formula: C2H4NS
Source: the Open Molecules 2025 dataset
Level of theory: the ωB97M-V functional and the def2-TZVPD basis

Positions of all 8 atoms, in Å:
C (-0.368, 0.531, -0.600)
C (-0.195, -0.760, 0.049)
N (0.572, 0.527, 0.615)
S (-1.850, -0.071, 0.112)
H (-0.267, 0.894, -1.592)
H (0.433, -2.649, -0.576)
H (1.586, 0.439, 0.574)
H (0.089, 1.088, 1.417)

The calculation puts the energy relative to the best compared isomer or geometry (same formula, charge and spin) at 560.2 kJ/mol. Its charge is +1.

No. 2
Formula: C9H14O
Source: the Open Molecules 2025 dataset
Level of theory: the ωB97M-V functional and the def2-TZVPD basis

Positions of all 24 atoms, in Å:
C (-1.785, 0.626, 2.519)
C (-1.457, -0.196, 1.342)
C (-2.229, -0.009, 0.190)
C (-1.923, -0.805, -0.931)
C (-1.026, -1.833, -0.806)
C (-0.410, -2.187, 0.402)
C (-0.625, -1.312, 1.458)
H (-2.051, 0.134, 3.476)
H (-2.553, 1.393, 2.450)
H (-0.906, 1.136, 2.954)
H (-2.967, 0.778, 0.171)
H (-2.354, -0.488, -1.870)
H (-0.822, -2.338, -1.748)
H (0.050, -3.142, 0.605)
H (-0.206, -1.576, 2.419)
C (2.224, 0.360, -2.026)
C (2.131, 1.677, -1.187)
O (3.341, 2.081, -0.599)
H (2.086, 0.647, -3.066)
H (1.350, -0.226, -1.768)
H (3.132, -0.161, -1.743)
H (1.816, 2.525, -1.786)
H (1.393, 1.505, -0.392)
H (3.791, 1.413, -0.064)

The calculation puts the energy relative to the best compared isomer or geometry (same formula, charge and spin) at 108.2 kJ/mol. Its SMILES is Cc1ccccc1.CCO. Its charge is 0.

No. 3
Formula: C5H8Br2N3O2
Source: the Open Molecules 2025 dataset
Level of theory: the ωB97M-V functional and the def2-TZVPD basis

Positions of all 20 atoms, in Å:
C (0.115, -0.031, -0.030)
C (-1.997, -0.430, -0.507)
C (-1.167, -1.789, -0.726)
C (-1.400, 1.904, 0.350)
C (2.877, 0.595, -0.002)
N (-1.006, 0.554, -0.022)
N (0.147, -1.284, -0.385)
N (2.576, -0.303, 1.158)
O (2.446, 0.279, 2.196)
O (2.411, -1.443, 0.869)
Br (3.401, -0.088, -1.654)
Br (3.076, 2.379, 0.539)
H (-2.395, -0.176, -1.406)
H (-2.907, -0.496, 0.228)
H (-1.521, -2.542, 0.089)
H (-1.220, -1.957, -1.823)
H (-0.422, 2.439, 0.642)
H (-1.710, 2.364, -0.538)
H (-2.173, 1.910, 0.988)
H (0.870, -1.888, 0.033)

The calculation puts the energy relative to the best compared isomer or geometry (same formula, charge and spin) at 5.1 kJ/mol. Its charge is +1.

No. 4
Formula: C23H17Br2IrN7O4
Source: the Open Molecules 2025 dataset
Level of theory: the ωB97M-V functional and the def2-TZVPD basis

Positions of all 54 atoms, in Å:
Ir (-0.046, -0.182, -0.150)
N (3.917, -0.089, 1.590)
C (3.366, -0.328, 2.830)
C (2.020, -0.430, 2.643)
N (1.752, -0.269, 1.312)
C (2.892, -0.061, 0.709)
C (2.813, 0.228, -0.704)
N (1.619, 0.245, -1.299)
C (1.857, 0.574, -2.621)
C (3.188, 0.742, -2.812)
N (3.779, 0.518, -1.591)
H (4.898, 0.030, 1.403)
H (3.970, -0.381, 3.717)
H (1.237, -0.587, 3.364)
H (1.067, 0.682, -3.338)
H (3.755, 0.999, -3.688)
H (4.766, 0.580, -1.404)
O (-1.302, 3.270, 1.738)
C (-0.971, 2.362, 1.009)
O (-0.207, 1.367, 1.302)
C (-1.440, 2.340, -0.423)
C (-2.128, 3.407, -0.974)
C (-2.455, 3.380, -2.313)
C (-2.080, 2.276, -3.068)
C (-1.409, 1.241, -2.457)
N (-1.093, 1.267, -1.149)
H (-2.375, 4.232, -0.320)
H (-2.989, 4.203, -2.769)
H (-2.311, 2.210, -4.122)
H (-1.131, 0.361, -3.010)
Br (-4.806, -3.187, 4.833)
C (-3.089, -3.441, 4.102)
C (-2.246, -4.410, 4.635)
N (-1.025, -4.644, 4.163)
C (-0.609, -3.916, 3.132)
C (-1.382, -2.923, 2.544)
C (-2.654, -2.674, 3.043)
C (-0.828, -2.129, 1.425)
O (-1.417, -1.004, 1.125)
O (0.184, -2.482, 0.805)
H (-2.569, -5.013, 5.475)
H (0.384, -4.124, 2.752)
H (-3.274, -1.898, 2.614)
Br (-4.343, -3.496, -1.806)
C (-2.566, -2.996, -2.124)
C (-1.772, -3.697, -3.014)
C (-0.470, -3.266, -3.203)
C (-0.002, -2.189, -2.478)
N (-0.774, -1.515, -1.611)
C (-2.044, -1.912, -1.443)
H (-2.162, -4.558, -3.539)
H (0.185, -3.772, -3.898)
H (1.020, -1.863, -2.574)
H (-2.647, -1.345, -0.752)

The calculation puts the energy relative to the best compared isomer or geometry (same formula, charge and spin) at 245.5 kJ/mol. Its charge is +1.

No. 5
Formula: C6H12O
Source: the Open Molecules 2025 dataset
Level of theory: the ωB97M-V functional and the def2-TZVPD basis

Positions of all 19 atoms, in Å:
C (2.095, -0.953, 0.748)
C (1.185, 0.334, 1.013)
C (0.562, 1.227, -0.136)
C (0.107, 0.223, -1.197)
C (-1.275, 0.093, -1.451)
C (-2.343, -0.251, -0.392)
O (-2.226, -1.350, 0.526)
H (2.963, -1.200, 1.341)
H (1.403, -1.838, 0.731)
H (2.472, -0.723, -0.314)
H (1.648, 0.984, 1.738)
H (0.281, 0.085, 1.646)
H (-0.245, 1.934, 0.142)
H (1.321, 1.873, -0.493)
H (0.798, -0.015, -2.033)
H (-1.731, 0.496, -2.378)
H (-2.299, 0.675, 0.348)
H (-3.309, -0.313, -0.874)
H (-1.406, -1.279, 1.034)

The calculation puts the energy relative to the best compared isomer or geometry (same formula, charge and spin) at 402.5 kJ/mol. Its SMILES is CCC/C=C\CO. Its charge is 0.

No. 6
Formula: C3H11N2O
Source: the Open Molecules 2025 dataset
Level of theory: the ωB97M-V functional and the def2-TZVPD basis

Positions of all 17 atoms, in Å:
C (-1.817, -0.827, -1.609)
C (-0.799, -0.292, -0.626)
C (-1.219, 0.677, 0.266)
N (-0.440, 1.256, 1.309)
N (0.462, -0.795, -0.644)
H (-1.433, -0.745, -2.640)
H (-2.777, -0.262, -1.540)
H (-2.021, -1.846, -1.392)
H (-2.218, 1.025, 0.155)
H (-0.625, 0.803, 2.161)
H (0.552, 1.331, 1.139)
H (3.963, -5.046, 6.269)
H (0.447, -1.630, -1.121)
H (4.617, -5.230, 6.434)
H (3.067, 1.220, -0.625)
H (1.727, 0.386, -0.500)
O (2.195, 1.177, -0.147)

The calculation puts the energy relative to the best compared isomer or geometry (same formula, charge and spin) at 536.7 kJ/mol. Its charge is +1.

No. 7
Formula: C2H4P4
Source: the Open Molecules 2025 dataset
Level of theory: the ωB97M-V functional and the def2-TZVPD basis

Positions of all 10 atoms, in Å:
C (-0.015, -1.460, -0.036)
C (0.123, 1.022, 0.217)
P (1.917, 1.064, 0.563)
P (-1.518, 1.246, -0.649)
P (1.014, -0.175, -0.945)
P (-1.156, -0.241, 0.904)
H (-0.535, -2.106, -0.687)
H (0.825, -2.112, 0.506)
H (2.270, 1.940, -0.386)
H (-2.462, 2.125, 0.355)

The calculation puts the energy relative to the best compared isomer or geometry (same formula, charge and spin) at 189.7 kJ/mol. Its charge is 0.